No. 1
# C12H21O3PbS8Si

C12H21O3PbS8Si as an isolated structure in a non-equilibrium geometry (ωB97M-V/def2-TZVPD, the Open Molecules 2025 dataset).

Last column: natural (NBO) charge in e.
Cartesian coordinates (Å):
Pb  -3.58  2.14  -1.69  0.912
O  0.94  -1.02  -5.74  -0.578
C  0.43  -0.42  -4.83  0.183
S  0.04  -1.14  -3.27  0.322
C  -0.58  0.31  -2.49  -0.442
C  -0.68  1.42  -3.25  -0.360
S  -1.35  2.97  -2.82  -0.298
S  -0.04  1.29  -4.89  0.338
S  -1.28  0.16  -0.89  -0.172
S  -4.78  4.47  -1.59  -0.496
S  -5.98  3.85  -0.05  -0.048
S  -4.75  3.80  1.60  -0.076
S  -3.29  2.37  1.09  0.461
C  -0.31  0.71  2.16  -1.239
Si  0.31  -0.22  0.67  1.787
C  1.99  0.54  0.11  -0.529
C  2.93  0.49  1.32  -0.609
C  1.75  2.01  -0.29  -0.613
C  2.68  -0.16  -1.06  -0.605
C  0.17  -2.11  1.03  -0.528
C  0.70  -2.37  2.45  -0.609
C  0.95  -3.00  0.05  -0.606
C  -1.31  -2.51  0.99  -0.625
H  0.29  0.46  3.04  0.237
H  -1.35  0.44  2.38  0.303
H  -0.27  1.79  2.02  0.248
H  2.52  1.04  2.17  0.212
H  3.90  0.93  1.06  0.204
H  3.10  -0.54  1.63  0.202
H  1.35  2.58  0.55  0.210
H  1.04  2.09  -1.12  0.230
H  2.69  2.46  -0.61  0.200
H  2.97  -1.19  -0.81  0.204
H  3.59  0.38  -1.33  0.197
H  2.05  -0.20  -1.95  0.217
H  1.73  -2.04  2.57  0.197
H  0.65  -3.44  2.68  0.202
H  0.09  -1.84  3.19  0.219
H  2.03  -2.91  0.20  0.198
H  0.73  -2.74  -0.99  0.213
H  0.67  -4.05  0.20  0.201
H  -1.93  -1.84  1.61  0.249
H  -1.43  -3.53  1.37  0.196
H  -1.70  -2.47  -0.02  0.219
O  -3.88  0.86  1.14  -0.505
O  -3.80  0.17  2.39  -0.625

Output
* maximum force: 1.00 eV/Å
* energy relative to the best compared isomer or geometry (same formula, charge and spin): 1.364 eV
* HOMO-LUMO gap: 0.2544 Eh
* total charge: -1



No. 2
# C12H21OS

An isolated ion of composition C12H21OS and charge +1 in a non-equilibrium geometry (ωB97M-V/def2-TZVPD, the Open Molecules 2025 dataset).

Last column: natural (NBO) charge in e.
Cartesian coordinates (Å):
C  -2.12  0.24  -1.46  -0.189
C  -1.92  0.89  -0.12  -0.390
C  -1.39  -0.71  -2.03  -0.410
C  -1.21  0.50  0.92  0.655
C  0.68  0.10  2.37  -0.578
C  -1.63  -0.40  3.12  -0.580
C  -1.14  1.96  2.72  -0.559
C  1.23  0.91  -1.73  -0.664
C  2.48  -1.23  -1.16  -0.671
C  1.43  -1.10  -3.35  -0.647
C  -0.78  0.54  2.26  -0.267
C  1.35  -0.59  -1.94  -0.118
O  -0.39  -1.50  0.17  -0.906
S  -0.16  -1.63  -1.24  1.296
H  -3.06  0.42  -1.96  0.257
H  -2.35  1.82  0.17  0.307
H  -1.50  -1.10  -3.03  0.257
H  0.96  0.49  1.33  0.205
H  1.31  0.44  3.15  0.243
H  0.69  -1.03  2.38  0.248
H  -1.79  -1.40  2.61  0.240
H  -2.59  0.01  3.34  0.216
H  -1.07  -0.51  4.02  0.228
H  -0.61  2.77  2.12  0.235
H  -0.76  1.96  3.78  0.258
H  -2.21  1.95  2.65  0.221
H  1.10  1.17  -0.66  0.218
H  2.11  1.38  -2.25  0.255
H  0.46  1.45  -2.36  0.235
H  2.54  -2.33  -1.35  0.234
H  2.35  -0.96  -0.05  0.228
H  3.61  -0.88  -1.38  0.254
H  2.12  -0.49  -3.88  0.243
H  1.72  -2.16  -3.31  0.232
H  0.53  -0.99  -3.88  0.212

Output
* maximum force: 4.93 eV/Å
* energy relative to the best compared isomer or geometry (same formula, charge and spin): 4.087 eV
* HOMO-LUMO gap: 0.2910 Eh
* total charge: +1



No. 3
# C12H21S

A 2-piece molecular cluster, C12H21S overall in a non-equilibrium geometry (ωB97M-V/def2-TZVPD, the Open Molecules 2025 dataset).

Last column: Löwdin spin population.
Cartesian coordinates (Å):
C  -2.13  0.41  -1.22  0.016
C  -2.11  0.00  1.16  0.017
C  -0.83  0.63  -1.40  0.178
C  -0.78  0.18  1.25  0.244
C  -2.80  0.00  -0.02  0.276
C  -4.20  -0.38  -0.11  0.057
C  2.57  1.69  -0.77  0.006
C  1.16  2.61  1.34  0.012
C  1.35  -2.37  -1.44  0.077
C  1.40  -2.34  1.17  0.087
C  1.24  1.91  -0.02  0.088
C  1.75  -1.79  -0.15  0.620
S  0.30  0.23  -0.16  0.144
H  -2.73  0.73  -2.01  -0.003
H  -2.54  -0.19  2.12  -0.005
H  -0.32  0.86  -2.34  0.007
H  -0.29  0.02  2.24  0.009
H  -4.66  -0.19  0.93  0.011
H  -4.33  -1.53  -0.10  0.032
H  -4.76  0.04  -1.04  0.005
H  2.45  0.89  -1.53  0.001
H  3.45  1.37  -0.25  0.000
H  2.75  2.72  -1.26  0.002
H  0.20  3.17  1.56  0.002
H  2.08  3.23  1.55  0.001
H  0.96  1.81  2.20  0.003
H  0.19  -2.68  -1.55  0.012
H  1.87  -3.29  -1.57  0.026
H  1.58  -1.54  -2.19  0.004
H  1.68  -1.64  2.03  0.002
H  1.89  -3.34  1.27  0.034
H  0.32  -2.49  1.28  0.011
H  0.62  2.48  -0.66  0.004
H  2.65  -1.17  -0.32  0.020

Output
* spin multiplicity: 3
* maximum force: 3.28 eV/Å
* energy relative to the best compared isomer or geometry (same formula, charge and spin): 0.000 eV
* HOMO-LUMO gap (alpha / beta): 0.2414 / 0.3351 Eh
* total charge: +1



No. 4
# C12H22AlCl2N2OS

C12H22AlCl2N2OS as an isolated structure (ωB97M-V/def2-TZVPD, the Open Molecules 2025 dataset).

Last column: natural (NBO) charge in e.
Cartesian coordinates (Å):
C  0.73  2.86  1.19  -0.647
C  -0.20  3.60  0.22  -0.135
Cl  0.83  4.88  -0.71  -0.213
C  -1.43  4.20  0.81  -0.666
Cl  -0.98  5.30  2.19  -0.132
Al  -2.89  2.86  1.40  1.145
C  -2.20  1.03  1.96  -0.957
C  -1.65  0.20  0.80  -0.390
C  -1.30  -1.26  1.17  -0.393
C  -1.22  -2.21  -0.04  -0.398
C  0.04  -3.08  -0.12  -0.389
C  0.47  -3.40  -1.55  -0.418
C  1.90  -3.95  -1.65  -0.507
S  2.88  -3.31  -3.04  0.249
C  3.32  -1.78  -2.33  0.259
N  4.29  -1.55  -1.51  -0.286
N  4.20  -0.21  -1.16  -0.293
C  3.18  0.25  -1.80  0.292
O  2.57  -0.67  -2.56  -0.409
H  0.23  2.71  2.14  0.236
H  1.64  3.43  1.36  0.227
H  1.02  1.89  0.78  0.201
H  -0.50  2.95  -0.60  0.215
H  -1.89  4.84  0.06  0.224
H  -3.78  3.56  2.55  -0.400
H  -3.82  2.60  0.08  -0.420
H  -3.10  0.51  2.33  0.200
H  -1.49  1.04  2.80  0.196
H  -2.39  0.20  -0.01  0.195
H  -0.75  0.66  0.38  0.175
H  -2.05  -1.60  1.88  0.196
H  -0.33  -1.26  1.68  0.184
H  -1.29  -1.61  -0.96  0.194
H  -2.09  -2.87  -0.05  0.196
H  -0.17  -4.03  0.39  0.193
H  0.87  -2.61  0.42  0.194
H  0.38  -2.50  -2.17  0.212
H  -0.21  -4.14  -1.98  0.203
H  2.47  -3.77  -0.74  0.229
H  1.90  -5.03  -1.82  0.222
H  2.82  1.27  -1.77  0.219

Output
* maximum force: 0.62 eV/Å
* HOMO-LUMO gap: 0.2697 Eh
* total charge: -1



Question: What is the total charge in the third record?
Answer: +1



Question: maximum force of number 1 (C12H21O3PbS8Si)?
Answer: 1.00 eV/Å



What did the first record say?
# C12H21O3PbS8Si

C12H21O3PbS8Si as an isolated structure in a non-equilibrium geometry (ωB97M-V/def2-TZVPD, the Open Molecules 2025 dataset).

Last column: natural (NBO) charge in e.
Cartesian coordinates (Å):
Pb  -3.58  2.14  -1.69  0.912
O  0.94  -1.02  -5.74  -0.578
C  0.43  -0.42  -4.83  0.183
S  0.04  -1.14  -3.27  0.322
C  -0.58  0.31  -2.49  -0.442
C  -0.68  1.42  -3.25  -0.360
S  -1.35  2.97  -2.82  -0.298
S  -0.04  1.29  -4.89  0.338
S  -1.28  0.16  -0.89  -0.172
S  -4.78  4.47  -1.59  -0.496
S  -5.98  3.85  -0.05  -0.048
S  -4.75  3.80  1.60  -0.076
S  -3.29  2.37  1.09  0.461
C  -0.31  0.71  2.16  -1.239
Si  0.31  -0.22  0.67  1.787
C  1.99  0.54  0.11  -0.529
C  2.93  0.49  1.32  -0.609
C  1.75  2.01  -0.29  -0.613
C  2.68  -0.16  -1.06  -0.605
C  0.17  -2.11  1.03  -0.528
C  0.70  -2.37  2.45  -0.609
C  0.95  -3.00  0.05  -0.606
C  -1.31  -2.51  0.99  -0.625
H  0.29  0.46  3.04  0.237
H  -1.35  0.44  2.38  0.303
H  -0.27  1.79  2.02  0.248
H  2.52  1.04  2.17  0.212
H  3.90  0.93  1.06  0.204
H  3.10  -0.54  1.63  0.202
H  1.35  2.58  0.55  0.210
H  1.04  2.09  -1.12  0.230
H  2.69  2.46  -0.61  0.200
H  2.97  -1.19  -0.81  0.204
H  3.59  0.38  -1.33  0.197
H  2.05  -0.20  -1.95  0.217
H  1.73  -2.04  2.57  0.197
H  0.65  -3.44  2.68  0.202
H  0.09  -1.84  3.19  0.219
H  2.03  -2.91  0.20  0.198
H  0.73  -2.74  -0.99  0.213
H  0.67  -4.05  0.20  0.201
H  -1.93  -1.84  1.61  0.249
H  -1.43  -3.53  1.37  0.196
H  -1.70  -2.47  -0.02  0.219
O  -3.88  0.86  1.14  -0.505
O  -3.80  0.17  2.39  -0.625

Output
* maximum force: 1.00 eV/Å
* energy relative to the best compared isomer or geometry (same formula, charge and spin): 1.364 eV
* HOMO-LUMO gap: 0.2544 Eh
* total charge: -1